(1)
A 2-piece molecular cluster, C20H16F3I2N2O10PS overall, computed with the ωB97M-V functional and the def2-TZVPD basis.

Geometry as ORCA input:
```
! wB97M-V def2-TZVPD RIJCOSX def2/J DEFGRID3
* xyz -2 1
C -0.2999 -1.0608 -4.2124
C -0.8080 -0.4844 -2.8054
C 0.2323 0.4814 -2.0836
I 1.0022 1.6930 -3.7855
C -0.4323 1.5012 -1.0634
C -1.8302 1.1050 -0.4549
N -1.9442 0.0608 0.5222
C -1.2169 -1.1569 0.3399
O -1.8205 -2.1554 0.1548
F 0.1466 -1.2933 0.3069
C -3.3232 -0.3505 0.7916
O -4.1784 -0.4513 -0.0133
F -3.6391 -0.5738 2.1026
S -2.4545 2.7831 0.1023
O -3.6366 2.6927 0.9498
O -2.8872 3.4630 -1.1274
O -1.3177 3.6069 0.9628
C -0.0288 3.7094 0.2911
F -0.2214 4.5369 -0.8347
P 0.9927 4.7308 1.5133
O 2.4107 4.3316 1.7745
C 0.5677 2.2655 -0.0674
I 0.7211 1.3689 1.9543
C 2.0546 2.3191 -0.5532
C 2.6229 3.5371 -1.2014
C 4.0178 3.3892 -1.5848
C 4.8101 2.1794 -1.4165
N 4.2726 1.0771 -0.8312
C 2.9812 1.1925 -0.4414
H -0.6654 -0.4607 -5.0833
H 0.7943 -1.2848 -4.2274
H -0.8082 -2.0681 -4.3308
H -1.7860 0.0251 -3.0509
H -1.0672 -1.4050 -2.2240
H 1.0305 -0.1681 -1.6530
H -0.7339 2.3390 -1.7762
H -2.5249 0.8782 -1.3204
H 0.9973 6.0850 1.0226
H 0.3047 4.8003 2.7744
H 2.0587 4.4799 -1.3516
H 4.5239 4.2766 -2.0482
H 5.8659 2.1744 -1.7810
H 2.5436 0.2581 0.0093
C -0.5785 -6.1763 4.1142
C -0.4384 -6.8829 2.9384
C -0.4355 -5.9972 1.6791
O -0.2487 -6.4317 0.5375
C -0.6730 -4.5686 1.8464
C -0.8255 -3.8667 3.0157
C -0.7223 -4.7352 4.2813
O -0.7593 -4.2744 5.4292
O -1.0299 -2.6204 3.1483
O -0.3130 -8.1271 2.7967
H -0.5808 -6.7184 5.0556
H -0.7220 -4.0294 0.9087
*
```

The gap between HOMO and LUMO comes out at 2.52 eV. Its HOMO energy is 0.129 eV.

(2)
C18H14F5IN2Pb as an isolated structure, computed with the ωB97M-V functional and the def2-TZVPD basis.

Geometry as ORCA input:
```
! wB97M-V def2-TZVPD RIJCOSX def2/J DEFGRID3
* xyz 2 1
C -0.0991 -2.4998 2.5204
C -3.0404 0.8435 0.2447
H -1.1140 -2.7320 2.1738
H 0.1756 -1.4365 2.5433
H 0.0326 -2.9164 3.5236
H -3.2048 0.6000 -0.8128
H -3.9793 0.7050 0.8089
H -2.7158 1.8860 0.3403
C -1.2402 -3.1852 -0.9569
C -0.5749 -4.1493 -1.7138
C 0.4252 -3.7341 -2.5924
C 0.7174 -2.3740 -2.6808
H -2.0281 -3.4786 -0.2580
H -0.8359 -5.1959 -1.5809
H 0.9728 -4.4530 -3.1988
H 1.4922 -1.9998 -3.3442
N -0.9297 -1.8822 -1.0169
C 0.0119 -1.4515 -1.8922
C 0.2783 0.0106 -1.9693
N -0.2937 0.7869 -1.0307
C -0.1332 2.1113 -1.0717
C 1.3033 1.9554 -2.9903
C 0.6769 2.7432 -2.0239
H -0.6622 2.6966 -0.3151
H 0.7820 3.8248 -1.9783
C 1.0923 0.5776 -2.9712
H 1.5296 -0.0828 -3.7139
H 1.9383 2.4023 -3.7533
Pb -1.6823 -0.5462 1.1259
I 1.2923 -3.5579 1.2880
F 1.8148 0.1139 0.7868
C 1.2682 1.0378 1.6247
C -0.0465 0.9267 2.0319
C -0.5464 1.9194 2.8531
F -1.8488 1.8616 3.2743
C 0.2263 3.0213 3.2439
F -0.3035 3.9871 4.0203
C 1.5428 3.1267 2.8002
F 2.2951 4.1918 3.1414
C 2.0730 2.1260 1.9895
F 3.3378 2.2199 1.5302
*
```

As for the energy above the lowest of the compared OMol25 structures with the same formula, charge and spin: 0.000 eV. The gap between HOMO and LUMO (spin up / spin down) comes out at 4.42 / 4.42 eV. Its HOMO energy (spin up / spin down) is -15.359 / -15.360 eV.

(3)
C43H103AsF6N11O5 as an isolated structure, computed with the ωB97M-V functional and the def2-TZVPD basis.

Geometry as ORCA input:
```
! wB97M-V def2-TZVPD RIJCOSX def2/J DEFGRID3
* xyz 7 1
As 9.2655 -20.4472 6.8599
F 10.7741 -19.8076 6.2899
F 8.6277 -20.5866 5.2489
F 7.7879 -21.1648 7.4743
F 9.8688 -20.2627 8.4865
F 8.5998 -18.8319 6.9102
F 9.8977 -22.0765 6.8147
C 15.5424 -21.8322 13.4456
C 14.9929 -20.5054 12.9545
N 14.4426 -20.6843 11.5698
C 13.1138 -20.8689 11.2374
C 13.0531 -21.0345 9.8934
N 14.3384 -20.9944 9.4173
C 15.1500 -20.7726 10.4590
C 14.6877 -21.1353 8.0099
H 16.2533 -22.2802 12.7497
H 14.7406 -22.5662 13.5307
H 16.0526 -21.6632 14.3916
H 15.7342 -19.7311 12.7642
H 14.1702 -20.1278 13.5548
H 12.3774 -20.9553 12.0173
H 12.1719 -21.2515 9.3136
H 16.2222 -20.7842 10.3298
H 14.7589 -20.1668 7.5092
H 13.8888 -21.6520 7.4859
H 15.6752 -21.5820 7.9264
C 9.4614 -29.7396 8.9123
C 9.4770 -29.4268 7.4224
N 9.7188 -27.9965 7.1361
C 8.8979 -27.0932 6.4975
C 9.6266 -25.9734 6.2760
N 10.8875 -26.1885 6.8008
C 10.8954 -27.4214 7.3124
C 12.0748 -25.3661 6.6065
H 10.4585 -29.5458 9.3129
H 9.0928 -30.7253 9.1775
H 8.7977 -29.0302 9.4165
H 8.4789 -29.6628 7.0501
H 10.1685 -30.0374 6.8457
H 7.8890 -27.3325 6.2141
H 9.2964 -25.0968 5.7425
H 11.7294 -27.8927 7.8099
H 12.2470 -24.6897 7.4467
H 11.8821 -24.6766 5.7871
H 12.9606 -25.9746 6.4580
C 3.6769 -23.0610 12.0382
C 4.9374 -23.7638 12.5726
N 6.1639 -23.1979 11.9374
C 6.6956 -21.9409 11.9872
C 7.7510 -21.8867 11.1310
N 7.9015 -23.1562 10.6231
C 6.9782 -23.9368 11.1840
C 8.8592 -23.5857 9.5996
H 3.7273 -22.8179 10.9801
H 3.4650 -22.1956 12.6649
H 2.8810 -23.7722 12.2611
H 4.8965 -24.8329 12.3930
H 5.0864 -23.5304 13.6253
H 6.2523 -21.1234 12.5307
H 8.3588 -21.0726 10.7760
H 6.8258 -24.9863 10.9909
H 8.3429 -23.5400 8.6429
H 9.0918 -24.6259 9.8177
H 9.7245 -22.9342 9.6322
C 4.8310 -24.4188 3.6234
N 5.5462 -24.0292 4.8942
C 4.6647 -23.4509 5.9404
C 6.0995 -25.3395 5.4282
C 6.5630 -22.9382 4.5874
C 7.4629 -23.2106 3.4119
O 8.2333 -24.3903 3.6210
H 4.2579 -23.5558 3.2820
H 4.0573 -25.1384 3.8917
H 5.4801 -24.8122 2.8516
H 5.2685 -23.0726 6.7635
H 4.0289 -24.2073 6.4021
H 3.9899 -22.7089 5.5202
H 6.7680 -25.1181 6.2579
H 6.6114 -25.8676 4.6299
H 5.2416 -25.9291 5.7410
H 7.0399 -22.6537 5.5333
H 6.0149 -22.0307 4.3214
H 8.1740 -22.3783 3.3906
H 6.9322 -23.2494 2.4604
H 8.9212 -24.4636 2.9518
C 8.9207 -15.6899 8.5215
N 10.3363 -15.8412 8.9096
C 10.9770 -14.4856 9.1791
C 10.4245 -16.6150 10.1918
C 11.1656 -16.5489 7.8574
C 10.8243 -16.2863 6.3931
O 10.8556 -14.8785 6.0903
H 8.4936 -16.6145 8.1332
H 8.8728 -14.9485 7.7249
H 8.3265 -15.3558 9.3690
H 11.9731 -14.6425 9.5753
H 10.3039 -13.8947 9.7959
H 11.0041 -14.0044 8.2034
H 11.4713 -16.7432 10.4558
H 9.8549 -17.5395 10.1557
H 9.9949 -15.9519 10.9435
H 11.0436 -17.6161 8.0845
H 12.1989 -16.4867 8.2070
H 9.8483 -16.7646 6.2795
H 11.5813 -16.7272 5.7473
H 11.4279 -14.8240 5.3184
C 5.5795 -14.5757 4.3250
N 7.0083 -14.5512 3.8271
C 7.1291 -13.6313 2.6324
C 7.9075 -13.9239 4.8746
C 7.5548 -15.9167 3.5797
C 6.8052 -16.7218 2.5248
O 7.0948 -16.1401 1.2604
H 5.4301 -13.6609 4.8941
H 5.5229 -15.4964 4.8982
H 4.8752 -14.5126 3.4999
H 6.3885 -13.8668 1.8784
H 8.1331 -13.7056 2.2148
H 7.0985 -12.5981 2.9752
H 8.9204 -13.8256 4.4976
H 7.8348 -14.6265 5.7028
H 7.5642 -12.9277 5.1412
H 7.5334 -16.5166 4.4946
H 8.6001 -15.7910 3.2967
H 5.7449 -16.5937 2.7847
H 7.0087 -17.7937 2.5460
H 6.7243 -16.7699 0.6290
C 11.2009 -21.4852 3.3189
N 12.2376 -20.5450 2.7860
C 11.6075 -19.7539 1.6678
C 12.7252 -19.6169 3.8725
C 13.4838 -21.2550 2.2298
C 13.9131 -22.4703 3.0116
O 14.2540 -22.1112 4.3562
H 10.3078 -20.9310 3.5944
H 11.5948 -22.0780 4.1374
H 10.9208 -22.1066 2.4665
H 11.3424 -20.3969 0.8343
H 12.2905 -18.9734 1.3387
H 10.7445 -19.2882 2.1397
H 13.6715 -19.1529 3.6140
H 12.7392 -20.1547 4.8094
H 11.9967 -18.8035 3.8579
H 14.3306 -20.5828 2.1251
H 13.1525 -21.5604 1.2356
H 14.8268 -22.8819 2.5796
H 13.1989 -23.2935 3.0455
H 15.1746 -22.2969 4.5618
C 3.4285 -17.5396 8.3783
N 4.3247 -18.1758 9.4072
C 3.4284 -18.7878 10.4460
C 5.2003 -19.1735 8.6732
C 5.0984 -17.0307 10.0314
C 6.0736 -17.3687 11.1385
O 7.1045 -18.2471 10.7274
H 4.0057 -16.8786 7.7384
H 2.6033 -16.9805 8.8168
H 2.9449 -18.3423 7.8240
H 2.7565 -18.0111 10.7976
H 4.0329 -19.1489 11.2764
H 2.9367 -19.6676 10.0379
H 5.7710 -18.5424 7.9919
H 4.4862 -19.7647 8.1050
H 5.9003 -19.7791 9.2345
H 4.3318 -16.3347 10.3673
H 5.7028 -16.5399 9.2651
H 5.5323 -17.6520 12.0491
H 6.5077 -16.4267 11.4968
H 7.5408 -18.5995 11.5092
*
```

As for the energy above the lowest of the compared OMol25 structures with the same formula, charge and spin: 0.708 eV. The gap between HOMO and LUMO comes out at 10.08 eV. Its HOMO energy is -23.213 eV.